No. 1
Computed, not measured: a molecular structure, C11H12GaNO5S in a non-equilibrium geometry, with ωB97M-V/def2-TZVPD.

Each line ends with the natural charge from an NBO analysis.
Positions of all 31 atoms, in Å:
Ga 0.32 0.43 0.07  2.07
O -2.92 2.98 -0.37  -0.57
C -1.80 2.37 -0.27  0.83
O -1.67 1.13 -0.28  -0.67
C -0.58 3.22 -0.12  0.06
C -0.42 4.59 -0.16  -0.13
C 0.88 5.09 -0.01  -0.10
C 1.97 4.24 0.15  -0.14
C 1.72 2.86 0.18  0.14
N 0.49 2.44 0.05  -0.58
C 2.75 1.71 0.29  0.75
O 3.91 1.92 0.40  -0.46
O 2.18 0.52 0.26  -0.85
H -3.71 2.40 -0.45  0.55
H -1.26 5.25 -0.32  0.28
H 1.04 6.15 -0.03  0.27
H 2.98 4.60 0.27  0.29
O -0.13 -1.29 0.26  -1.08
S 0.73 -2.61 0.68  1.22
C 0.66 -3.55 -0.87  -0.56
C -0.77 -4.04 -1.00  -0.42
C -1.15 -4.56 0.38  -0.42
C -0.67 -3.54 1.41  -0.56
H 1.36 -4.37 -0.76  0.27
H 0.99 -2.91 -1.69  0.27
H -0.85 -4.81 -1.76  0.27
H -1.42 -3.21 -1.29  0.22
H -0.67 -5.52 0.57  0.24
H -2.23 -4.71 0.47  0.26
H -0.32 -3.99 2.33  0.28
H -1.43 -2.78 1.64  0.27

Calculated values
- Gap between HOMO and LUMO: 8.78 eV
- HOMO level: -16.88 eV
- Max |F|: 0.0277 hartree/bohr
- Charge: +2
- Total energy: -3179.7911 Eh


No. 2
Computed, not measured: a molecular structure, C11H12I2 in a non-equilibrium geometry, with ωB97M-V/def2-TZVPD.

Each line ends with the natural charge from an NBO analysis.
Positions of all 25 atoms, in Å:
C 2.45 0.44 -0.15  -0.22
C 1.27 1.36 -0.12  -0.24
C 2.40 -0.78 0.48  -0.18
C 0.28 1.07 0.78  -0.17
C 1.31 -1.03 1.45  -0.06
C 0.11 -0.22 1.41  -0.11
C 1.59 -1.98 2.37  -0.35
C -0.99 -0.73 1.94  -0.31
C -1.78 0.14 -1.89  -0.19
C -2.66 0.68 -0.99  -0.45
C -0.76 0.74 -2.85  -0.64
I -2.84 2.71 -0.69  0.21
I -4.11 -0.60 -0.15  0.20
H 3.08 0.72 -0.90  0.20
H 1.48 2.47 -0.30  0.22
H 3.14 -1.52 0.45  0.21
H -0.47 1.81 1.08  0.21
H 2.31 -2.75 2.38  0.20
H 0.78 -2.12 3.20  0.18
H -0.89 -1.70 2.27  0.19
H -1.98 -0.31 1.94  0.20
H -1.95 -0.89 -2.24  0.21
H -1.24 0.49 -3.83  0.22
H 0.15 0.19 -2.88  0.24
H -0.67 1.80 -2.76  0.23

Calculated values
- Gap between HOMO and LUMO: 7.57 eV
- HOMO level: -7.73 eV
- Max |F|: 0.0901 hartree/bohr
- Charge: 0
- Total energy: -1021.5860 Eh


No. 3
Computed, not measured: a molecular structure, C11H12MnN2O4PSe in a non-equilibrium geometry, with ωB97M-V/def2-TZVPD.

Each line ends with the Mulliken spin population.
Positions of all 32 atoms, in Å:
Mn -0.36 0.14 -0.07  2.61
O -0.29 -3.67 0.82  0.01
C -0.11 -2.50 0.73  0.02
O -0.62 -1.69 -0.19  0.04
C 0.81 -1.71 1.67  -0.02
C 1.60 -2.15 2.71  0.00
C 2.40 -1.22 3.36  0.00
C 2.42 0.11 2.94  0.00
C 1.60 0.47 1.90  -0.02
N 0.81 -0.43 1.32  -0.03
C 1.46 1.82 1.18  0.02
O 2.06 2.80 1.50  0.01
O 0.60 1.70 0.16  0.04
H 1.59 -3.20 2.98  0.00
H 3.03 -1.53 4.18  0.00
H 3.06 0.86 3.40  0.00
Se -3.77 1.06 2.95  0.48
C -2.57 0.74 1.78  -0.04
N -1.73 0.52 0.96  -0.01
C -2.73 -0.46 -2.48  0.00
P -1.46 0.74 -2.00  -0.11
C -2.30 2.34 -1.82  0.01
C -0.40 0.94 -3.46  -0.01
H -3.26 -0.12 -3.36  0.00
H -3.43 -0.60 -1.66  0.00
H -2.26 -1.42 -2.69  0.00
H -2.84 2.60 -2.73  0.00
H -1.56 3.10 -1.59  0.00
H -3.01 2.27 -0.99  0.00
H -1.03 1.24 -4.31  0.00
H 0.09 -0.01 -3.71  0.00
H 0.35 1.70 -3.28  0.00

Calculated values
- Gap between HOMO and LUMO (spin up / spin down): 7.12 / 6.19 eV
- Multiplicity: 4
- HOMO level (spin up / spin down): -12.87 / -12.67 eV
- Max |F|: 0.0255 hartree/bohr
- Charge: +1
- Total energy: -4730.4224 Eh


Which of these has the lowest total energy?
C11H12MnN2O4PSe